{
  "formula": "C12H31N10O8P2S2",
  "method": "wB97M-V/def2-TZVPD",
  "charge": 1,
  "total_energy_ha": -3104.15457,
  "lumo_ev": -4.46,
  "symbols": ["C", "S", "O", "O", "C", "P", "O", "C", "C", "C", "C", "O", "C", "N", "N", "C", "N", "C", "S", "P", "N", "O", "H", "H", "H", "H", "H", "H", "H", "H", "H", "H", "H", "H", "H", "H", "H", "H", "H", "H", "H", "C", "O", "N", "N", "H", "H", "H", "H", "C", "O", "N", "N", "H", "H", "H", "H", "C", "O", "N", "N", "H", "H", "H", "H"],
  "positions_angstrom": [[-0.020, 2.415, 3.613], [1.070, 1.873, 2.236], [1.491, 0.431, 2.348], [2.322, 2.719, 2.333], [0.389, 2.190, 0.538], [0.345, 4.059, 0.116], [0.562, 4.338, -1.381], [1.576, 1.583, -0.390], [0.917, 0.255, -0.921], [1.506, -0.990, -1.676], [1.691, -2.154, -0.552], [3.097, -2.391, -0.335], [0.850, -3.466, -0.868], [-0.618, -3.255, -0.974], [-0.383, 0.163, -0.690], [-0.897, 1.333, 0.066], [-1.400, 0.692, 1.363], [-2.396, -0.080, 1.181], [-3.869, -0.817, 1.091], [-2.317, 2.398, -0.665], [-3.170, 3.098, 0.727], [-3.473, 1.443, -1.476], [0.545, 2.168, 4.573], [-0.218, 3.531, 3.643], [-0.963, 1.784, 3.640], [1.417, 4.721, 0.824], [-0.878, 4.691, 0.499], [1.836, 2.146, -1.340], [2.554, 1.420, 0.153], [2.547, -0.792, -2.082], [0.865, -1.336, -2.548], [1.293, -1.737, 0.441], [3.312, -2.014, 0.542], [1.004, -4.165, 0.025], [1.207, -4.040, -1.774], [-0.907, -2.929, -1.900], [-0.909, -2.620, -0.223], [-0.846, -0.681, -1.052], [-2.497, 3.551, 1.358], [-3.644, 2.362, 1.274], [-3.177, 0.508, -1.499], [3.344, 6.773, -1.143], [2.998, 6.506, 0.001], [4.470, 7.477, -1.421], [2.628, 6.385, -2.226], [4.771, 7.706, -2.350], [5.026, 7.781, -0.639], [1.784, 5.858, -2.053], [2.890, 6.590, -3.172], [1.272, -5.994, -4.250], [1.368, -5.026, -3.503], [0.799, -5.895, -5.517], [1.633, -7.245, -3.872], [0.713, -6.674, -6.144], [0.521, -4.982, -5.833], [1.989, -7.357, -2.938], [1.563, -8.050, -4.467], [-4.820, -3.625, 5.284], [-5.103, -4.428, 6.155], [-5.530, -3.516, 4.129], [-3.767, -2.769, 5.390], [-5.314, -2.863, 3.399], [-6.316, -4.133, 4.015], [-3.218, -2.821, 6.231], [-3.517, -2.102, 4.685]],
  "forces_ev_per_angstrom": [[-0.73, -0.50, 0.88], [5.49, -1.11, 2.01], [-2.44, 2.66, -0.54], [-3.74, -1.04, -0.74], [0.35, -0.30, -1.98], [1.25, 2.12, -3.22], [-0.45, -1.28, 2.45], [-0.63, -1.55, -0.67], [-0.21, -1.11, -0.84], [1.02, 0.45, 0.47], [-0.38, 0.41, 0.92], [-1.16, 0.32, 0.21], [0.58, -0.84, 0.49], [1.07, 0.78, 0.08], [3.08, 2.30, -0.58], [-0.54, -1.81, 3.02], [-3.49, -2.82, -1.55], [-0.63, 1.31, 1.40], [3.57, 1.31, 0.13], [-0.89, 2.70, -1.54], [0.75, -2.31, -0.55], [1.98, -0.27, 1.77], [-0.31, 0.21, -1.54], [0.31, -1.35, -0.53], [1.13, 0.94, -0.29], [-0.75, -0.77, 0.18], [0.36, -0.71, 0.48], [-0.62, -0.04, 1.12], [-1.19, 0.01, -0.47], [-1.33, -0.07, 0.56], [0.49, 0.62, 1.24], [0.21, -0.53, -1.31], [-0.03, -0.41, -0.72], [-0.04, 1.02, -1.14], [-0.30, 0.93, 0.95], [0.07, -0.14, 0.46], [-0.29, -0.42, -0.39], [-0.39, 0.50, 0.40], [-0.38, -0.01, -0.40], [0.03, 0.51, -0.12], [-0.65, 0.50, -0.04], [-0.07, -0.02, -0.17], [-0.11, -0.16, 0.22], [0.47, 0.25, 0.29], [-0.46, -0.26, -0.22], [-0.06, -0.02, 0.04], [-0.06, -0.02, -0.12], [0.10, -0.04, -0.05], [0.04, 0.06, 0.08], [0.03, -0.13, -0.01], [-0.05, 0.05, -0.14], [-0.21, 0.37, -0.32], [0.17, -0.20, 0.41], [0.02, 0.03, 0.05], [0.05, -0.14, 0.00], [-0.03, -0.02, -0.13], [0.00, 0.06, 0.01], [-0.19, -0.44, 0.45], [0.08, 0.19, -0.20], [-0.44, -0.08, -0.51], [0.58, 0.36, 0.22], [-0.01, -0.06, 0.10], [0.10, 0.08, 0.02], [-0.09, -0.01, -0.10], [-0.05, -0.06, 0.03]]
}